Entry 1:
ORCA calculation (the ωB97M-V functional and the def2-TZVPD basis) on a cluster of 2 separate species, C4H8FNO in total.

Structure (XYZ):
```
15
C4H8FNO, DFT the ωB97M-V functional and the def2-TZVPD basis
C -0.572 -0.355 1.571
C 0.726 0.216 2.010
C -0.029 0.740 0.683
C 0.526 0.399 -0.624
N -0.874 -0.562 -2.781
O -1.068 0.374 -1.765
F 0.833 -0.850 -0.832
H -0.330 -1.267 0.957
H -1.419 -0.408 2.144
H 0.542 0.890 2.851
H 1.730 -0.257 1.953
H -0.364 1.865 0.723
H 1.139 1.085 -1.318
H -0.937 -1.466 -2.448
H 0.097 -0.403 -3.124
```

Values from the calculation:
gap between HOMO and LUMO (alpha / beta) = 9.0 / 9.0 eV
HOMO (alpha / beta) = -8.15 / -8.15 eV
relative energy (zero: lowest compared OMol25 entry of this formula, charge and spin) = 472.2 kJ/mol

Entry 2:
ORCA calculation (the ωB97M-V functional and the def2-TZVPD basis) on a cluster of 13 separate species, C64H144N6O14S6 in total.

Structure (XYZ):
```
234
C64H144N6O14S6, DFT the ωB97M-V functional and the def2-TZVPD basis
O 14.815 17.656 20.818
C 13.676 17.236 20.859
O 13.232 16.512 19.816
C 11.909 16.000 20.087
C 11.614 16.126 21.548
C 12.621 17.275 21.904
H 11.724 14.947 19.786
H 11.239 16.543 19.472
H 11.826 15.227 22.106
H 10.650 16.528 21.778
H 12.996 17.279 22.942
H 12.202 18.246 21.713
C 14.964 11.630 19.079
C 14.667 10.389 19.938
C 13.193 10.466 20.325
S 12.776 12.265 20.448
O 12.716 12.764 21.831
O 11.692 12.491 19.550
C 14.329 12.872 19.699
H 14.425 11.451 18.120
H 15.980 11.772 18.792
H 15.351 10.391 20.784
H 14.843 9.395 19.390
H 12.859 9.909 21.194
H 12.573 10.170 19.466
H 14.827 13.371 20.519
H 14.061 13.609 19.018
C 21.312 14.843 20.981
C 22.371 15.775 20.403
C 23.052 15.089 19.226
S 21.767 14.041 18.448
O 22.159 12.666 18.369
O 21.343 14.680 17.222
C 20.515 14.330 19.765
H 20.681 15.351 21.687
H 21.844 14.086 21.508
H 23.129 16.044 21.097
H 21.894 16.756 20.125
H 23.918 14.477 19.443
H 23.313 15.862 18.497
H 20.070 13.377 19.937
H 19.841 15.093 19.411
C 16.132 17.084 16.714
C 16.620 16.141 15.589
C 17.155 14.777 16.221
S 17.128 15.007 17.935
O 18.278 15.850 18.290
O 16.966 13.716 18.567
C 15.756 16.169 17.841
H 15.374 17.853 16.487
H 16.974 17.624 17.089
H 17.375 16.573 14.960
H 15.751 15.811 14.944
H 18.233 14.692 16.076
H 16.538 13.895 15.900
H 15.655 16.686 18.771
H 14.885 15.574 17.599
C 20.582 9.641 16.571
C 19.917 10.221 17.857
C 18.692 11.090 17.474
S 18.687 11.198 15.745
O 18.654 12.547 15.245
O 17.698 10.283 15.181
C 20.280 10.601 15.454
H 20.085 8.676 16.435
H 21.636 9.401 16.620
H 20.657 10.898 18.359
H 19.646 9.441 18.610
H 18.827 12.066 17.803
H 17.740 10.630 17.775
H 20.914 11.482 15.481
H 20.360 10.224 14.400
C 14.980 21.066 18.260
C 14.890 20.587 19.757
C 14.880 21.844 20.696
S 15.433 23.239 19.723
O 16.549 23.865 20.313
O 14.375 24.143 19.408
C 15.874 22.357 18.288
H 13.974 21.286 17.884
H 15.308 20.172 17.720
H 15.838 20.089 20.040
H 14.041 19.928 19.925
H 15.623 21.773 21.439
H 13.861 22.033 21.068
H 16.863 22.063 18.464
H 15.820 22.932 17.379
C 16.101 21.356 12.156
C 14.662 21.604 11.688
C 13.886 20.424 12.314
S 14.436 20.256 13.974
O 14.684 18.855 14.372
O 13.639 21.005 14.893
C 16.045 21.165 13.644
H 16.621 22.261 11.948
H 16.597 20.514 11.683
H 14.443 21.538 10.574
H 14.220 22.511 12.148
H 14.093 19.479 11.852
H 12.789 20.627 12.421
H 16.879 20.542 13.968
H 15.972 22.126 14.196
C 18.477 13.426 26.022
C 18.632 14.156 24.755
N 18.056 13.551 23.563
C 19.025 12.614 22.892
C 18.343 11.337 22.419
C 17.484 14.570 22.626
C 16.027 14.880 22.918
H 18.914 13.951 26.862
H 18.915 12.389 26.100
H 17.413 13.263 26.290
H 18.146 15.157 24.907
H 19.715 14.373 24.565
H 19.604 13.115 22.144
H 19.682 12.343 23.775
H 17.955 10.855 23.309
H 17.552 11.549 21.708
H 19.032 10.593 21.938
H 17.602 14.106 21.631
H 18.024 15.521 22.633
H 15.373 13.995 22.827
H 15.663 15.670 22.254
H 15.959 15.324 23.942
C 13.219 12.932 15.719
C 14.179 11.755 15.387
N 13.520 10.445 15.427
C 14.458 9.328 15.284
C 15.200 9.061 16.548
C 12.463 10.354 14.372
C 12.959 10.582 12.896
H 12.779 12.702 16.651
H 12.480 13.130 14.913
H 13.833 13.815 15.901
H 14.488 12.024 14.366
H 14.881 11.827 16.176
H 13.917 8.412 14.970
H 15.139 9.490 14.423
H 14.668 8.602 17.385
H 16.115 8.338 16.378
H 15.687 9.998 16.867
H 11.630 11.014 14.594
H 12.099 9.323 14.471
H 13.201 11.653 12.750
H 12.135 10.466 12.197
H 13.713 9.850 12.588
C 13.828 15.301 12.092
C 13.163 15.929 10.896
N 13.889 17.093 10.294
C 13.133 17.918 9.401
C 13.040 17.469 7.950
C 15.146 16.683 9.664
C 16.163 17.741 9.265
H 14.170 16.131 12.703
H 14.814 14.798 11.888
H 13.216 14.578 12.631
H 12.949 15.246 10.073
H 12.117 16.271 11.125
H 12.226 18.176 9.855
H 13.674 18.867 9.367
H 12.421 18.264 7.440
H 14.010 17.500 7.502
H 12.540 16.544 7.687
H 14.943 16.107 8.733
H 15.689 15.934 10.339
H 17.007 17.330 8.740
H 16.550 18.368 10.121
H 15.717 18.479 8.673
C 11.341 19.344 18.143
C 11.026 18.871 16.764
N 10.519 17.492 16.747
C 9.029 17.446 16.947
C 8.521 16.029 17.176
C 10.887 16.687 15.566
C 12.323 16.263 15.545
H 11.787 20.340 18.122
H 12.045 18.595 18.590
H 10.461 19.401 18.740
H 10.269 19.479 16.303
H 11.980 19.036 16.227
H 8.742 18.053 17.802
H 8.526 17.955 16.182
H 7.658 16.016 17.800
H 8.259 15.428 16.276
H 9.325 15.467 17.650
H 10.659 17.121 14.599
H 10.205 15.847 15.592
H 12.640 15.629 16.427
H 12.887 17.191 15.516
H 12.530 15.708 14.600
C 18.667 19.904 16.563
C 19.408 19.509 17.788
N 19.259 20.359 18.954
C 20.066 21.595 18.816
C 19.671 22.580 19.900
C 19.622 19.582 20.186
C 18.675 18.550 20.672
H 19.129 20.785 16.108
H 17.630 20.171 16.789
H 18.673 19.165 15.759
H 19.195 18.517 18.097
H 20.463 19.472 17.487
H 21.138 21.255 18.930
H 19.989 21.963 17.783
H 19.890 23.567 19.552
H 18.607 22.482 20.095
H 20.227 22.405 20.816
H 19.694 20.338 20.952
H 20.610 19.192 20.166
H 19.007 18.163 21.666
H 18.495 17.790 19.913
H 17.643 19.038 20.775
C 18.078 18.298 12.728
C 19.194 17.196 12.659
N 19.258 16.068 13.593
C 20.495 16.099 14.437
C 20.390 17.076 15.596
C 19.098 14.791 12.905
C 17.647 14.652 12.388
H 17.101 17.997 12.386
H 18.449 19.032 12.033
H 17.944 18.754 13.742
H 19.101 16.772 11.649
H 20.227 17.691 12.697
H 20.710 15.139 14.857
H 21.403 16.404 13.860
H 20.125 18.035 15.175
H 19.642 16.723 16.314
H 21.314 17.104 16.152
H 19.428 14.026 13.675
H 19.799 14.699 12.051
H 17.513 15.594 11.820
H 16.918 14.651 13.219
H 17.420 13.735 11.693
```

Values from the calculation:
gap between HOMO and LUMO = 8.6 eV
HOMO = -8.24 eV

Entry 3:
ORCA calculation (the ωB97M-V functional and the def2-TZVPD basis) on an isolated molecule of C19H21N3O4.

Structure (XYZ):
```
47
C19H21N3O4, DFT the ωB97M-V functional and the def2-TZVPD basis
C 3.302 -4.277 1.508
C 1.914 -3.850 1.858
C 1.012 -4.723 2.363
C -0.340 -4.344 2.713
O -1.182 -5.085 3.157
O -0.679 -3.028 2.518
C 0.197 -2.130 2.021
C -0.269 -0.825 1.873
C 0.577 0.149 1.370
O 0.248 1.451 1.192
C -1.057 1.903 1.505
C -1.034 3.427 1.393
C -2.125 1.372 0.536
O -3.306 1.412 0.802
N -1.621 0.913 -0.624
C -2.451 0.484 -1.723
C -2.482 1.504 -2.867
C -1.197 1.521 -3.705
N -0.041 1.896 -2.935
C 0.245 3.141 -2.449
C 1.390 3.009 -1.716
N 1.808 1.717 -1.740
C 0.935 1.079 -2.471
C 1.885 -0.192 0.989
C 2.335 -1.477 1.136
C 1.509 -2.481 1.664
H 4.028 -3.703 2.082
H 3.495 -4.106 0.450
H 3.440 -5.333 1.724
H 1.257 -5.759 2.533
H -1.290 -0.622 2.153
H -1.339 1.613 2.526
H -2.031 3.818 1.571
H -0.345 3.841 2.125
H -0.699 3.714 0.399
H -0.620 0.939 -0.756
H -2.099 -0.486 -2.088
H -3.458 0.368 -1.315
H -3.314 1.263 -3.529
H -2.661 2.495 -2.446
H -1.316 2.228 -4.533
H -1.015 0.527 -4.122
H -0.367 3.992 -2.668
H 1.937 3.755 -1.177
H 0.976 0.031 -2.697
H 2.504 0.579 0.562
H 3.342 -1.721 0.838
```

Values from the calculation:
SMILES string = Cc1cc(=O)oc2cc(O[C@@H](C)C(=O)NCCCn3ccnc3)ccc12
gap between HOMO and LUMO = 8.7 eV
HOMO = -8.34 eV
relative energy (zero: lowest compared OMol25 entry of this formula, charge and spin) = 132.7 kJ/mol

Entry 4:
ORCA calculation (the ωB97M-V functional and the def2-TZVPD basis) on the ion C3H4ClN2O2S with charge +1.

Structure (XYZ):
```
13
C3H4ClN2O2S, DFT the ωB97M-V functional and the def2-TZVPD basis
O -1.447 -2.334 0.763
S -1.143 -1.666 -0.448
O -2.236 -1.407 -1.522
Cl 0.316 -2.765 -1.336
N -0.368 -0.194 -0.084
C 0.432 -0.177 1.024
C 1.071 1.060 1.015
N 0.673 1.723 -0.102
C -0.209 0.995 -0.738
H 0.701 -0.976 1.748
H 1.824 1.599 1.642
H 1.035 2.645 -0.411
H -0.647 1.498 -1.552
```

Values from the calculation:
SMILES string = O=S(=O)(Cl)[n+]1cc[nH]c1
gap between HOMO and LUMO = 10.2 eV
net charge = +1
HOMO = -15.35 eV
relative energy (zero: lowest compared OMol25 entry of this formula, charge and spin) = 65.8 kJ/mol